Molecular formula: C9H20IO9PS3
Method: DFT, ωB97M-V/def2-TZVPD

## Properties
Max |F| ... 0.047 Eh/bohr
Total charge ... 0
Calculated total energy ... -77980.246 eV
Highest occupied orbital energy ... -9.4 eV
SMILES string ... CS(=O)(=O)[C@@H](OC[C@@H](I)OCS)P(O)(O)=S.CCOC(=O)OC
Orbital gap ... 9.28 eV

```
43
Properties=species:S:1:pos:R:3:forces:R:3
I 3.36561 -3.60561 -0.33727 0.227 0.108 0.007
S 2.38021 1.87625 1.87029 -0.056 -0.091 -0.072
S 0.25245 0.19694 -0.69834 -0.911 0.120 -0.101
S 7.33627 -1.87268 -1.09249 0.407 -0.057 -0.068
P 2.75415 1.76323 -0.01242 -0.455 -0.881 2.196
O 2.24451 2.90878 -0.92356 -0.204 0.803 -0.691
O -0.22198 -0.03644 -2.01994 0.345 -0.802 -1.223
O -4.36219 1.28677 2.38025 0.011 0.005 0.002
O -0.21184 1.42853 -0.13455 0.471 0.655 0.855
O -5.94256 -0.09203 1.53112 0.037 -0.053 -0.031
O -4.16560 0.28310 0.36656 0.087 -0.002 -0.088
O 2.58712 -0.01472 -1.96986 0.107 -0.147 -0.062
O 4.31118 1.68207 -0.29331 0.348 -0.455 -0.571
O 5.04329 -2.36190 -2.42521 0.086 -0.001 -0.391
C -4.78181 0.56710 1.51114 -0.052 -0.033 0.007
C 6.16202 -1.49071 -2.42090 -0.097 -0.414 0.612
C -7.47350 1.45679 2.63819 0.124 0.142 -0.168
C -2.92408 0.98085 0.16686 -0.251 0.032 -0.015
C 4.03696 -1.95168 -1.57558 -0.539 -0.104 0.018
C 2.83419 -1.36263 -2.32572 0.188 -0.176 -0.415
C -0.24932 -1.19368 0.28704 0.783 0.477 0.312
C 2.09406 0.17536 -0.68906 0.014 0.536 -0.193
C -6.75474 0.12581 2.69362 -0.267 0.056 0.281
H 6.71162 -1.66328 -3.32895 0.203 -0.170 -0.341
H -7.47638 -0.68867 2.69806 0.070 -0.079 -0.156
H -8.15286 1.55648 3.48449 -0.015 -0.039 0.005
H -3.11434 2.03957 0.00455 0.046 0.050 0.131
H -1.26360 -1.44979 0.03968 -0.357 -0.007 -0.216
H -0.15001 -0.92590 1.32840 -0.024 0.088 0.352
H 3.10752 -1.35785 -3.36983 0.105 0.198 -0.358
H -2.26093 0.84705 1.01226 -0.078 0.062 0.146
H 1.94904 -1.97866 -2.26252 -0.411 -0.051 0.294
H 1.44369 3.28386 -0.51279 0.088 -0.018 -0.264
H -6.76658 2.28430 2.66551 0.039 -0.020 0.076
H 2.39423 -0.57599 0.03781 0.076 -0.316 0.102
H 6.58396 -1.65052 -0.00620 -0.219 0.149 -0.137
H 5.85201 -0.45568 -2.40879 -0.153 0.338 0.132
H -8.04591 1.54090 1.71378 -0.080 -0.065 0.036
H -2.46980 0.57570 -0.72709 -0.229 -0.159 -0.123
H 0.43874 -1.99501 0.06677 0.068 -0.439 -0.164
H -6.14842 0.03557 3.59419 0.123 0.077 -0.056
H 4.64842 1.02446 0.34309 0.216 0.519 -0.132
H 4.40519 -1.19604 -0.89925 0.129 0.164 0.470
```
Positions in Å, forces in eV/Å.

Molecular formula: C9H20N2P
Method: DFT, ωB97M-V/def2-TZVPD

## Properties
Max |F| ... 0.089 Eh/bohr
Relative energy (zero: lowest compared OMol25 entry of this formula, charge and spin) ... 75.3 kcal/mol
Total charge ... +1
Calculated total energy ... -21916.197 eV
Highest occupied orbital energy ... -12.0 eV
Orbital gap ... 8.47 eV

```
32
Properties=species:S:1:pos:R:3:forces:R:3
P 0.13366 0.56475 -0.19015 1.427 0.273 -2.033
N -2.53711 0.43300 -0.32801 -2.026 1.413 0.377
N 2.29683 -0.01356 0.44537 1.269 -1.194 -1.997
C -4.06272 -1.36086 0.14003 0.513 1.533 -0.313
C -2.59401 -1.02199 -0.05955 1.874 1.009 -1.610
C -3.88041 0.96928 -0.06079 -3.200 3.193 -0.532
C 3.20629 1.15033 0.39445 1.926 -1.763 -3.322
C 4.69585 0.55091 0.33028 -0.675 2.205 0.318
C -4.77086 -0.10377 0.62146 3.639 0.116 -0.567
C 3.00184 -1.09680 -0.31212 -1.718 -0.518 -3.635
C -1.49423 1.18890 -0.49808 -0.784 -2.715 0.192
C 4.54326 -0.86423 -0.23908 -0.869 -0.621 2.227
H -1.64527 2.20705 -0.41608 -0.602 2.161 -0.083
H -5.75805 -0.10182 0.32189 -1.968 0.302 -0.842
H -4.75677 -0.13893 1.66597 0.221 0.774 1.751
H 2.14018 -0.45125 1.32719 0.045 0.786 1.346
H -1.92985 -1.41830 -0.86488 -1.236 -0.713 0.347
H 5.15598 -0.77227 -1.08707 0.068 -1.104 -1.768
H 0.07934 -0.45805 -1.30214 0.381 1.085 1.415
H 0.80842 1.72881 -0.90073 -0.769 -1.655 0.937
H -1.91367 -0.99836 0.77575 -0.148 -1.118 1.242
H -4.65254 -1.57273 -0.68461 0.001 -0.986 -2.493
H -4.26536 -2.11664 0.79386 0.096 -2.247 1.841
H 3.17996 1.82341 -0.55241 -1.015 -1.465 1.259
H 5.32864 1.31596 -0.36092 -1.119 -2.115 2.031
H 2.65625 -2.16435 -0.04917 0.580 1.825 0.015
H 2.91817 1.70867 1.18140 -0.136 2.304 2.790
H -3.92853 1.95942 0.56519 0.756 -1.766 -1.265
H 4.92594 -1.70081 0.44589 -0.065 1.503 -0.931
H -4.43202 1.24167 -1.07337 1.420 -0.540 1.802
H 2.53359 -0.93426 -1.39909 1.482 -0.580 1.771
H 5.01719 0.44680 1.36954 0.634 0.619 -0.271
```
Positions in Å, forces in eV/Å.

Molecular formula: C9H20N3Si
Method: DFT, ωB97M-V/def2-TZVPD

## Properties
Max |F| ... 0.108 Eh/bohr
Relative energy (zero: lowest compared OMol25 entry of this formula, charge and spin) ... 18.0 kcal/mol
Total charge ... +1
Calculated total energy ... -21993.435 eV
⟨S²⟩ ... 2.067
Highest occupied orbital energy (alpha / beta) ... -13.0 / -12.8 eV
Spin multiplicity ... 3
Orbital gap (alpha / beta) ... 8.15 / 6.46 eV

```
33
Properties=species:S:1:pos:R:3:forces:R:3
Si -2.65355 0.00860 0.01933 -1.375 -1.259 0.008
N 1.25617 1.53512 -0.14723 -1.518 0.598 0.944
N 0.17000 2.04291 -0.48739 0.166 -1.103 -0.036
N -0.93133 -0.08449 0.26803 -0.138 2.575 -1.028
C 3.38409 -0.74068 -0.19767 -3.571 -3.312 0.938
C 1.34699 0.30288 0.57155 3.102 3.452 -0.867
C 2.41752 2.46762 -0.22595 0.893 -1.570 -2.373
C -3.36107 1.65275 -0.54577 -2.238 -2.132 -0.178
C 2.67193 -0.13794 1.03953 0.408 -0.140 -2.647
C -3.42450 -0.56472 1.64552 -3.261 -0.107 -2.038
C 0.19293 -0.36555 0.75771 -2.986 -0.947 -0.408
C 2.67410 -2.06251 -0.67851 -4.144 3.404 1.472
C -2.81708 -1.33363 -1.31381 0.409 0.391 -1.508
H 3.39744 -0.06895 -0.96227 -0.216 2.045 -2.235
H 2.44110 2.82743 -1.30028 0.408 -0.610 1.330
H 3.41765 0.51309 1.38822 0.126 1.616 1.111
H 3.29749 -2.56628 -1.25866 2.836 -2.339 -2.548
H -2.12689 -2.16869 -1.15470 -0.037 0.097 0.343
H -3.07748 1.93717 -1.52639 0.055 -0.355 -1.435
H 4.33739 -1.06709 -0.13589 3.415 -0.359 1.508
H -3.24034 -0.05200 2.50209 1.177 2.134 2.392
H 2.39122 -2.74414 0.19512 -0.095 1.115 -1.320
H -2.44373 -0.90094 -2.32751 -1.025 -0.627 1.530
H -4.58788 -0.53108 1.69647 1.663 0.187 -0.839
H 0.14402 -1.21118 1.33417 0.990 -2.327 1.830
H -3.28526 -1.55764 1.94901 0.772 -1.800 -0.133
H 3.25962 1.85051 0.10845 0.067 0.896 -0.661
H 2.28496 3.29712 0.39183 -0.505 1.136 1.193
H 2.43571 -0.82029 1.76484 0.067 -2.086 1.867
H 1.81988 -1.70090 -1.42774 1.131 -1.372 1.975
H -4.53361 1.56201 -0.48617 2.279 0.256 -0.102
H -3.82565 -1.80882 -1.40869 0.698 0.758 -0.064
H -3.03185 2.49033 -0.04724 0.445 1.783 1.981
```
Positions in Å, forces in eV/Å.

The highest calculated total energy belongs to which entry?
C9H20N2P

Which of these has the highest max |F|?
C9H20N3Si